# C24H72AsF6O12

C24H72AsF6O12 as an isolated structure (ωB97M-V/def2-TZVPD, OMol25).

```
115
C24H72AsF6O12 ωB97M-V/def2-TZVPD
As -0.561 0.400 -1.635
F 0.255 1.855 -2.295
F 1.120 -0.318 -1.762
F -2.194 1.225 -1.436
F -0.122 0.953 0.057
F -1.104 -1.160 -0.995
F -0.898 -0.271 -3.268
O 5.556 1.566 -2.364
O -3.683 0.089 7.777
O -2.846 -6.061 -5.475
O 3.186 5.333 3.719
O 2.629 6.238 -6.577
O -0.620 -7.605 4.173
O 5.910 1.275 5.744
O -8.596 2.557 -5.977
O 8.893 -4.926 0.335
O -4.987 5.773 1.104
O 2.560 -2.863 -7.007
O -6.056 -2.826 -0.292
C -6.399 3.481 -5.694
C 4.595 -0.677 5.451
C 3.900 6.758 -8.510
C -3.411 7.449 0.475
C 5.119 0.380 6.383
C -7.814 3.530 -5.269
C -4.063 6.730 1.634
C 3.869 6.076 -7.169
C -1.312 -5.260 4.324
C 4.985 6.540 -6.226
C -3.304 2.488 7.554
C -2.665 1.109 7.689
C -3.472 -8.320 -5.628
C 6.569 -5.185 -0.236
C -1.842 1.029 8.938
C 0.743 -6.198 2.885
C 5.880 -0.143 7.563
C -2.888 -7.319 -4.694
C -8.608 4.818 -5.468
C -0.710 -6.413 3.477
C -4.872 7.618 2.559
C 7.654 -6.699 1.473
C 7.826 -5.851 0.195
C -1.435 -7.627 -4.241
H 5.249 -0.576 8.339
H -0.746 -5.186 5.253
H -2.672 -8.642 -6.296
H -4.514 5.018 0.745
H 4.170 -0.399 4.486
H -1.364 1.986 9.143
H -4.337 -7.998 -6.207
H -9.225 2.990 -6.558
H 6.684 -0.860 7.394
H -1.389 -6.581 2.641
H -0.371 -8.277 3.535
H -2.863 -5.236 -4.985
H -4.254 8.425 2.952
H 3.910 5.007 -7.377
H -3.811 2.762 8.480
H 4.246 0.948 6.705
H 6.675 -5.000 -1.305
H 5.399 -1.362 5.181
H -6.218 -2.721 0.646
H -7.877 3.335 -4.198
H 1.701 -2.750 -7.414
H 3.822 7.836 -8.369
H 6.332 0.693 8.096
H -5.903 2.527 -5.517
H 6.902 -7.464 1.282
H 5.821 5.853 -6.360
H -4.062 2.492 6.771
H 8.109 -6.583 -0.562
H 4.725 1.139 -2.156
H -2.492 3.180 7.334
H 4.952 6.661 -8.781
H -1.070 0.266 8.837
H 2.795 6.071 4.186
H 2.549 -2.271 -6.255
H -2.309 -5.463 4.715
H 6.285 -4.332 0.380
H 1.423 -5.814 3.645
H 8.509 -4.087 0.599
H -2.921 6.766 -0.220
H -9.621 4.535 -5.185
H -1.230 -8.501 -3.624
H -6.214 3.636 -6.757
H -5.571 8.250 2.011
H 4.643 6.363 -5.206
H -5.889 4.258 -5.123
H -1.280 -4.318 3.776
H 3.307 6.403 -9.352
H -8.162 5.597 -4.849
H 1.187 -7.081 2.425
H -1.108 -6.758 -3.671
H 3.827 -1.274 5.942
H -3.556 -7.225 -3.838
H 8.507 -7.284 1.817
H -2.660 8.128 0.878
H 5.351 1.992 5.438
H 5.725 -5.875 -0.230
H -4.081 8.112 -0.072
H -3.303 6.254 2.253
H -8.632 5.286 -6.452
H 2.638 5.223 2.941
H 2.605 5.658 -5.812
H 7.292 -6.146 2.339
H -2.068 1.030 6.781
H -4.290 0.352 8.472
H -0.782 -7.654 -5.113
H -2.462 0.671 9.761
H -3.725 -9.197 -5.032
H 5.117 7.611 -6.382
H 5.668 1.428 -3.305
H -5.372 7.006 3.309
H -5.112 -2.970 -0.357
H 0.604 -5.414 2.141
```

E in eV: -127771.838
Net charge: -1
Energy above the lowest of the compared OMol25 structures with the same formula, charge and spin in kJ/mol: 214.95
HOMO energy in eV: -8.42
Gap between HOMO and LUMO in eV: 10.2814

***

# C24H72Br2NO17S

C24H72Br2NO17S as an isolated structure (ωB97M-V/def2-TZVPD, OMol25).

```
117
C24H72Br2NO17S ωB97M-V/def2-TZVPD
Br 4.142 3.980 1.519
Br 3.003 1.198 1.187
S -2.472 3.287 1.602
O -2.542 3.250 0.176
O -2.710 -4.764 -4.555
O 5.788 -4.063 -3.726
O -9.000 -2.412 -4.153
O 2.665 -2.043 1.048
O -1.398 -3.285 2.630
O -1.972 2.306 -6.413
O -3.758 0.620 -1.118
O 0.433 1.868 -4.402
O 0.066 1.737 0.365
O -4.713 -1.945 -4.853
O -3.491 -0.025 3.258
O 5.701 -0.682 -0.744
O 5.467 -0.566 3.207
O -1.921 4.500 2.147
O 8.796 -1.776 6.054
O 3.106 3.340 -3.126
N 0.154 2.650 3.851
C -1.549 1.911 2.304
C -4.126 3.115 2.271
C -3.198 1.672 -6.062
C 2.267 2.107 2.746
C -1.705 -4.146 -3.754
C 2.787 3.962 -1.885
C 3.251 3.278 3.136
C 5.817 0.163 -1.893
C -4.779 -0.579 3.563
C -2.609 -3.978 2.944
C 2.606 4.426 3.890
C -1.277 2.207 3.790
C -4.975 0.778 -1.853
C 6.417 -0.078 2.255
C 0.835 2.567 2.511
C 2.134 -3.181 0.365
C -5.955 -2.555 -4.502
C 6.246 -3.369 -2.567
C 0.427 -0.744 2.733
C -0.023 1.696 -3.063
C -0.120 1.661 1.745
C 0.097 0.228 2.112
C -9.305 -1.818 -2.896
C 8.009 -2.119 4.914
H 4.764 -1.003 2.713
H 8.659 -2.151 4.043
H 4.043 2.822 3.711
H 2.258 1.342 3.517
H -4.157 2.309 3.000
H 8.211 -1.753 6.814
H -3.441 -3.317 2.726
H 5.435 -2.749 -2.198
H 3.313 5.247 3.884
H -6.755 -1.852 -4.702
H -3.196 1.409 -4.999
H 2.344 -1.259 0.594
H 5.941 0.640 1.584
H 0.091 3.639 4.107
H -2.703 -4.877 2.334
H 4.950 -0.368 -0.234
H 0.644 2.200 4.623
H 2.463 4.191 4.943
H -4.805 2.844 1.474
H -3.496 1.488 -0.806
H -2.190 1.043 2.157
H 6.823 -0.907 1.678
H -0.298 0.652 -2.927
H -5.955 -2.811 -3.438
H 7.551 -3.102 5.056
H -5.530 0.178 3.353
H 0.606 -1.586 3.334
H 1.905 4.601 -1.988
H 2.359 2.796 -3.388
H -4.022 -2.587 -4.668
H -4.429 4.028 2.765
H -2.633 -4.250 4.002
H 1.701 4.814 3.429
H 0.785 3.516 1.985
H -4.010 2.367 -6.259
H -1.518 -4.734 -2.851
H -6.115 -3.457 -5.097
H -9.760 -2.937 -4.417
H -2.830 -0.704 3.444
H -3.346 0.769 -6.659
H 6.512 -4.607 -4.046
H 3.635 4.573 -1.586
H -10.181 -1.170 -2.979
H 5.991 1.199 -1.589
H 0.665 2.795 -4.517
H -5.280 -0.197 -2.224
H 7.096 -2.730 -2.820
H -1.267 1.679 -6.227
H -4.833 -0.856 4.617
H -1.524 1.309 4.335
H -2.059 -3.158 -3.466
H -0.775 -4.041 -4.318
H -2.385 -5.633 -4.802
H 1.040 -3.164 0.391
H 6.537 -4.078 -1.788
H -4.974 -1.452 2.943
H -4.818 1.450 -2.698
H 0.769 1.952 -2.350
H 2.606 3.201 -1.120
H -0.780 1.665 -0.096
H 7.225 0.419 2.788
H -0.900 2.325 -2.881
H -8.448 -1.221 -2.590
H 4.912 0.110 -2.503
H 7.232 -1.370 4.757
H 6.662 -0.183 -2.481
H -1.909 3.029 4.101
H -0.674 -3.887 2.823
H 2.490 -4.075 0.871
H -5.758 1.173 -1.199
H 2.475 -3.199 -0.672
H -9.491 -2.588 -2.142
```

E in eV: -213257.444
Net charge: +1
HOMO energy in eV: -11.19
Gap between HOMO and LUMO in eV: 8.0290

***

# C24H72N14O10P4Sr

C24H72N14O10P4Sr as an isolated structure (ωB97M-V/def2-TZVPD, OMol25).

```
125
C24H72N14O10P4Sr ωB97M-V/def2-TZVPD
Sr 0.068 -0.393 -0.017
P -3.584 0.113 -1.415
P -1.199 -3.635 1.689
P 0.423 3.628 -0.103
P 4.042 0.085 -0.151
O 0.175 1.150 4.085
O 2.567 0.231 -0.261
O 0.876 -0.127 2.481
O 0.182 2.181 -0.045
O 0.143 -0.446 -2.749
O -1.127 -2.363 0.965
O -1.100 0.713 2.379
O 1.489 -1.764 -3.820
O -2.290 -0.063 -0.707
O 1.003 -2.123 -1.717
N -0.903 4.589 0.242
N -2.274 -4.747 1.073
N -4.016 -1.120 -2.514
N 1.649 4.177 0.898
N 4.741 1.360 0.621
N 4.783 -0.094 -1.642
N -1.546 -3.484 3.337
N -4.941 0.217 -0.449
N 0.865 -1.479 -2.800
N -3.546 1.504 -2.359
N 0.251 -4.484 1.781
N 0.848 4.120 -1.673
N 4.517 -1.296 0.716
N -0.033 0.553 3.012
C 6.235 -0.045 -1.751
C -2.903 -1.934 -3.047
C 5.055 2.617 -0.096
C 0.639 5.477 -2.166
C -4.731 2.088 -2.974
C 0.817 -5.086 0.570
C -2.349 1.802 -3.127
C 1.423 3.150 -2.606
C -3.457 -4.275 0.362
C 1.808 3.570 2.244
C 4.658 1.423 2.065
C -5.341 -1.373 -3.060
C 5.858 -1.361 1.273
C -2.143 -2.242 3.832
C 3.948 -2.569 0.315
C -5.284 -0.986 0.300
C -2.289 -6.179 1.398
C -1.207 4.762 1.665
C 2.304 5.468 0.737
C -2.054 4.454 -0.634
C 4.072 -0.622 -2.804
C 1.293 -4.111 2.762
C -1.816 -4.602 4.224
C -4.940 1.433 0.399
H -2.553 -2.640 -2.302
H 2.814 3.830 2.564
H 1.083 3.925 2.976
H -2.808 -5.007 3.992
H -2.167 -1.253 -3.483
H -3.908 -5.074 -0.225
H -4.934 2.337 -0.202
H 3.127 -0.083 -2.860
H 4.225 -3.324 1.052
H -1.506 3.788 2.071
H -3.284 -3.411 -0.278
H 1.387 2.124 -2.242
H 2.624 5.500 -0.309
H 6.692 0.641 -1.040
H 0.768 6.183 -1.352
H -2.496 3.453 -0.541
H 3.786 -1.670 -2.702
H -2.147 -6.718 0.462
H -1.740 -4.285 5.262
H 5.493 2.414 -1.069
H 5.891 -1.892 2.236
H -2.115 2.864 -3.002
H 5.677 3.214 0.565
H -4.123 1.346 1.120
H 2.482 3.356 -2.789
H -2.510 1.648 -4.202
H -4.239 -3.959 1.063
H -1.819 4.635 -1.679
H 1.374 5.665 -2.951
H -4.532 -1.183 1.072
H 6.429 -2.059 0.644
H -0.388 5.180 2.240
H 6.499 0.260 -2.765
H 1.640 6.322 0.911
H -1.466 1.227 -2.850
H 1.715 2.491 2.125
H -0.348 5.591 -2.626
H -2.136 -1.457 3.073
H 4.590 -0.480 -3.750
H 4.774 2.428 2.468
H -2.066 5.420 1.807
H -5.306 -1.827 -0.392
H 3.192 5.605 1.350
H 0.989 -4.550 3.714
H -1.623 -1.758 4.665
H 3.633 1.206 2.397
H 4.088 3.110 -0.249
H -6.087 -0.694 -2.646
H -3.161 -2.449 4.173
H -4.948 1.592 -3.926
H -1.447 -6.364 2.061
H -3.190 -6.487 1.929
H -5.648 -2.399 -2.843
H 6.672 -1.041 -1.609
H -6.272 -0.912 0.754
H -2.836 5.160 -0.348
H -5.307 -1.183 -4.135
H 2.864 -2.480 0.283
H 4.334 -2.900 -0.656
H 6.411 -0.446 1.453
H 0.004 -5.456 -0.061
H -4.505 3.142 -3.153
H 5.310 0.709 2.566
H 1.352 -4.376 -0.067
H -1.118 -5.436 4.127
H 2.284 -4.352 2.396
H 1.441 -5.936 0.846
H 1.281 -3.031 2.948
H -3.218 -2.419 -3.976
H -5.868 1.455 0.974
H 0.811 3.259 -3.505
H -5.580 2.048 -2.293
```

E in eV: -105388.203
Energy above the lowest of the compared OMol25 structures with the same formula, charge and spin in kJ/mol: 0.00
HOMO energy in eV: -8.12
Gap between HOMO and LUMO in eV: 8.7956

***

# C24H72N6O8P2S6

A 8-piece molecular cluster, C24H72N6O8P2S6 overall (ωB97M-V/def2-TZVPD, OMol25).

```
118
C24H72N6O8P2S6 ωB97M-V/def2-TZVPD
S -1.274 -5.026 -7.396
S -1.669 3.526 6.606
S 1.744 12.073 -3.301
S 9.127 5.754 5.480
S 2.871 1.351 -0.668
S 6.923 -4.695 5.565
P 3.323 -11.059 -0.182
P -7.569 5.700 -1.668
O -7.075 4.668 -0.674
O -0.341 3.761 7.321
O -0.983 -4.788 -8.888
O 3.107 11.726 -2.613
O 10.391 5.496 6.321
O 4.719 -11.252 0.262
O 2.052 0.184 -1.248
O 7.408 -3.239 5.799
N 2.576 -9.768 0.668
N 2.290 -12.446 0.042
N -6.735 5.693 -3.128
N 3.160 -10.637 -1.908
N -9.193 5.667 -2.124
N -7.356 7.291 -0.964
C -7.193 6.380 -4.301
C -5.721 4.643 -3.425
C 0.873 -12.184 0.172
C 2.121 12.729 -4.985
C -10.080 4.671 -1.435
C 8.056 -6.010 6.162
C 4.279 -10.552 -2.900
C 0.853 10.532 -4.058
C 7.700 5.522 6.630
C 1.825 -10.150 -2.359
C -1.975 4.893 5.443
C -1.231 -3.320 -6.681
C -10.063 6.900 -2.554
C -2.869 4.179 7.805
C 5.587 -4.872 6.813
C -7.462 7.395 0.525
C 3.324 0.813 1.059
C 2.582 -13.698 -0.656
C -3.132 -5.252 -7.166
C 1.530 2.577 -0.167
C 9.017 4.268 4.380
C 2.758 -8.378 0.245
C 2.445 -9.896 2.091
C -6.623 8.394 -1.761
H 0.974 2.101 0.641
H 9.027 3.374 5.003
H -5.545 8.284 -1.646
H 1.295 12.991 -5.646
H -1.537 5.747 5.959
H 0.411 -11.770 -0.724
H -5.140 4.434 -2.526
H 3.793 -8.037 0.219
H 3.549 1.775 1.522
H -3.234 -5.409 -6.092
H -11.060 4.609 -1.908
H 2.511 13.706 -4.698
H 8.136 5.642 7.621
H 8.119 -6.757 5.371
H -6.162 3.726 -3.815
H 8.195 4.211 3.666
H 3.642 -13.850 -0.450
H 1.008 2.719 -1.112
H 1.212 -9.676 -1.592
H 1.227 -10.977 -2.741
H -0.152 10.758 -4.415
H 9.046 -5.581 6.317
H -9.422 7.632 -3.045
H -6.977 9.360 -1.401
H 7.354 4.498 6.772
H 4.146 -11.335 -3.646
H -2.518 5.187 8.027
H -7.942 5.770 -4.806
H 4.360 -9.559 -3.343
H -7.678 7.341 -4.133
H 6.235 -4.822 7.688
H 9.933 4.223 3.789
H -8.159 6.680 0.961
H 0.698 -11.468 0.975
H 2.059 -10.908 2.212
H 2.421 -8.171 -0.771
H -5.016 4.887 -4.219
H -1.610 -3.341 -5.659
H 2.302 -13.575 -1.702
H 2.887 12.220 -5.571
H 4.829 -4.090 6.762
H 0.312 -13.056 0.508
H 0.519 9.749 -3.378
H -6.320 6.519 -4.939
H 2.008 -14.572 -0.345
H -9.637 3.680 -1.342
H 3.406 -9.823 2.599
H -1.919 -2.612 -7.143
H 1.368 9.966 -4.834
H 5.281 -10.588 -2.472
H 1.973 3.446 0.319
H -2.985 5.006 5.050
H 7.840 -6.657 7.012
H 2.385 -7.733 1.041
H -3.404 -6.200 -7.630
H -1.291 4.920 4.594
H -7.904 8.350 0.810
H -10.218 5.044 -0.420
H -6.525 7.274 1.069
H -6.902 8.214 -2.799
H -3.487 -4.293 -7.546
H 6.911 6.266 6.741
H -10.309 7.410 -1.623
H 5.086 -5.831 6.681
H 2.011 -9.581 -3.269
H 4.221 0.198 0.989
H -11.061 6.805 -2.980
H -0.256 -2.836 -6.628
H 2.559 0.198 1.532
H -2.882 3.518 8.672
H 1.738 -9.127 2.400
H -3.839 4.235 7.310
```

E in eV: -134956.982
Energy above the lowest of the compared OMol25 structures with the same formula, charge and spin in kJ/mol: 580.58
HOMO energy in eV: -8.49
Gap between HOMO and LUMO in eV: 8.8121

***

Question: Among the records above, which one has the lowest E?
Answer: C24H72Br2NO17S